[1]
C25H46F7O17P3S | the ωB97M-V functional and the def2-TZVPD basis

Values from the calculation:
HOMO energy = -0.374 Eh
LUMO level = -2.34 eV

Element x y z (Å)
O1 3.78988 -2.84873 1.36164
C1 3.10424 -2.28122 0.57546
C2 2.18983 -1.12566 0.86774
C3 1.39405 -0.99709 -0.19523
S1 0.14610 0.25190 -0.20867
O2 -0.20487 0.65623 -1.53221
O3 0.58615 1.27134 0.69844
C4 -1.37358 -0.49280 0.61530
F1 -2.40112 0.21805 0.14330
F2 -1.27647 -0.31670 1.92631
C5 -1.61199 -1.97271 0.25722
F3 -0.76695 -2.77071 0.92236
F4 -1.44071 -2.07029 -1.06716
C6 -3.05445 -2.47456 0.57814
F5 -3.39737 -2.17425 1.81681
F6 -3.93077 -2.02898 -0.29336
F7 -3.03039 -3.80355 0.48163
C7 1.76553 -2.04494 -1.20953
O4 1.23071 -2.43684 -2.18309
O5 2.96656 -2.60362 -0.75428
H1 2.19148 -0.53006 1.77324
O6 1.58670 6.78078 1.71992
P1 1.07078 7.09083 0.38651
O7 0.77128 5.76742 -0.45615
C8 0.27976 4.58839 0.19138
C9 -1.21669 4.65889 0.42015
O8 2.34097 7.63531 -0.47036
C10 3.45229 8.24686 0.18662
C11 4.64421 7.31396 0.19015
O9 0.01317 8.11770 -0.15561
C12 -0.31385 8.16260 -1.56245
C13 -1.73443 7.65982 -1.80608
H2 0.80566 4.41375 1.13078
H3 0.51465 3.75443 -0.46782
H4 -1.48113 5.53372 1.01877
H5 -1.56284 3.76287 0.93639
H6 -1.74736 4.73790 -0.52994
H7 3.18983 8.53712 1.20387
H8 3.68610 9.15821 -0.36715
H9 4.37075 6.34134 0.59888
H10 5.45921 7.72909 0.78508
H11 5.00614 7.15331 -0.82660
H12 0.41246 7.60636 -2.14793
H13 -0.22646 9.20970 -1.84479
H14 -2.22737 7.41401 -0.86776
H15 -1.73159 6.76916 -2.43401
H16 -2.33197 8.41332 -2.31825
O10 -6.06812 -0.93198 -6.28847
P2 -4.60870 -0.93245 -6.18637
O11 -4.07246 0.34609 -5.38656
C14 -4.81135 0.88498 -4.28847
C15 -4.55533 0.11571 -3.00667
O12 -4.05302 -0.53707 -7.66079
C16 -4.83099 -0.80902 -8.82801
C17 -5.41550 0.47118 -9.38495
O13 -3.54416 -2.03582 -5.85554
C18 -2.13877 -1.69966 -5.78048
C19 -1.65208 -1.77927 -4.33773
H17 -5.87753 0.91175 -4.51925
H18 -4.47982 1.91716 -4.17593
H19 -4.81115 -0.93970 -3.12642
H20 -5.14876 0.52883 -2.19017
H21 -3.50058 0.17098 -2.73072
H22 -5.62071 -1.52760 -8.60898
H23 -4.15980 -1.26764 -9.55664
H24 -5.95656 1.01620 -8.61166
H25 -6.09855 0.25864 -10.20880
H26 -4.62274 1.12401 -9.75350
H27 -1.94548 -0.72199 -6.21233
H28 -1.63024 -2.43364 -6.40206
H29 -2.44836 -2.11618 -3.67659
H30 -1.30677 -0.80623 -3.98763
H31 -0.81487 -2.46937 -4.23826
O14 4.03641 -3.19888 5.58545
P3 3.78427 -4.57946 5.99874
O15 2.28495 -5.02801 5.65550
C20 1.64836 -4.54540 4.47212
C21 2.05343 -5.33785 3.24505
O16 3.65663 -4.54869 7.61735
C22 4.31060 -3.53159 8.37993
C23 3.30293 -2.52976 8.90077
O17 4.59908 -5.91569 5.88785
C24 4.04410 -7.16116 6.36814
C25 3.72406 -8.09685 5.20542
H32 1.85730 -3.48287 4.33234
H33 0.57547 -4.64211 4.64085
H34 3.13552 -5.31398 3.10076
H35 1.57358 -4.92765 2.35519
H36 1.75611 -6.38258 3.34511
H37 5.07543 -3.03266 7.78500
H38 4.81217 -4.03156 9.21051
H39 2.68729 -2.14413 8.08829
H40 3.80547 -1.69331 9.38869
H41 2.63524 -3.00055 9.62391
H42 3.17157 -6.98321 6.99009
H43 4.81431 -7.59261 7.00386
H44 4.02114 -7.65554 4.25624
H45 2.65735 -8.31548 5.16167
H46 4.24351 -9.04801 5.31650

Results of the Löwdin charge analysis, in e, for atoms 1 through 2: 0.20, -0.41

=====

[2]
C25H46FINO10S4 | the ωB97M-V functional and the def2-TZVPD basis

Values from the calculation:
Total charge = -1
HOMO energy = -0.189 Eh
LUMO level = 1.99 eV
Energy above the lowest of the compared OMol25 structures with the same formula, charge and spin = 0.0 kcal/mol

Element x y z (Å)
C1 -20.87637 21.85719 57.03800
C2 -22.10286 21.83540 56.04497
O1 -22.66778 22.93178 55.74737
N1 -22.66939 20.60793 55.76097
H1 -22.13588 19.89206 55.30396
H2 -22.81325 20.12887 56.66989
C3 -23.89504 20.52923 54.88354
H3 -20.47910 22.79370 56.98898
H4 -20.22908 21.20215 56.75375
H5 -20.97431 21.63878 58.12806
H6 -23.65531 20.85488 53.91878
H7 -24.71278 21.12611 55.35872
H8 -24.35636 19.50215 54.75787
I1 -23.93000 18.81632 58.68806
O2 -20.88138 19.22534 54.69134
H9 -20.88277 19.09876 53.68489
F1 -19.08733 21.60850 50.01840
C4 -20.04764 22.56645 50.56964
C5 -20.64115 23.52541 49.76510
C6 -21.57614 24.42285 50.21747
C7 -21.84073 24.40753 51.65676
C8 -21.32317 23.46338 52.46758
C9 -20.42436 22.57233 51.91465
H10 -20.36691 23.62276 48.67367
H11 -21.92885 25.33019 49.52895
H12 -22.46080 25.28303 52.01459
H13 -21.45212 23.51666 53.52961
H14 -19.88090 21.91543 52.67414
C10 -23.89196 16.32528 52.16882
C11 -23.39685 15.99536 53.55548
C12 -24.63464 15.76718 54.33201
S1 -25.96162 16.47309 53.54890
O3 -25.82903 17.89916 53.61126
O4 -27.09914 15.80383 54.07258
C13 -25.37947 16.02925 52.00923
H15 -23.48681 15.49608 51.47637
H16 -23.69645 17.28497 51.72791
H17 -22.77173 16.92505 53.95181
H18 -22.48141 15.20124 53.42099
H19 -24.36135 16.17250 55.34939
H20 -24.61026 14.58424 54.50815
H21 -25.93428 16.54487 51.30239
H22 -25.59515 15.02321 51.98761
C14 -17.71655 18.62779 58.72813
C15 -17.77401 20.03870 59.39309
C16 -16.52974 20.70464 59.03517
S2 -15.30161 19.37223 58.71036
O5 -14.33318 19.41795 59.72128
O6 -14.89315 19.52760 57.34849
C17 -16.38148 18.04476 58.78437
H23 -17.96662 18.79824 57.66076
H24 -18.42824 18.06252 58.96396
H25 -17.88457 19.88867 60.50573
H26 -18.75702 20.34600 58.96401
H27 -16.14512 21.44523 59.81585
H28 -16.79408 21.13345 58.06130
H29 -16.46009 17.64294 59.84079
H30 -16.23153 17.18890 58.14449
C18 -27.45782 20.04288 57.21034
C19 -28.41026 18.99171 56.66751
C20 -29.21063 19.25130 55.50472
S3 -28.43714 20.88568 55.03953
O7 -29.47354 21.86610 54.74159
O8 -27.42338 20.67188 54.03607
C21 -27.59038 21.35470 56.52861
H31 -26.27618 19.79080 57.09272
H32 -27.51679 20.18017 58.24787
H33 -29.01939 18.67684 57.36816
H34 -27.69404 18.20687 56.51177
H35 -30.21776 19.55328 55.95168
H36 -29.22987 18.59720 54.64415
H37 -28.22488 21.93958 57.31818
H38 -26.80306 21.97044 56.20698
C22 -20.27060 27.61314 56.93853
C23 -20.37556 26.70196 55.70055
C24 -21.60159 26.89370 55.00349
S4 -21.81983 28.65474 55.10953
O9 -23.25126 28.86766 55.36957
O10 -21.10713 29.41546 54.12701
C25 -20.92105 28.88525 56.53593
H39 -19.18163 27.60403 57.22464
H40 -20.77415 27.35863 57.71348
H41 -20.32112 25.57478 56.03718
H42 -19.65100 26.92442 54.70125
H43 -22.41681 26.30495 55.24106
H44 -21.38652 26.53987 54.01395
H45 -21.54471 29.18665 57.40912
H46 -20.16321 29.68659 56.53012

Results of the Löwdin charge analysis, in e, for atoms 1 through 2: 0.05, -0.34

=====

[3]
C25H46N2O31S8 | the ωB97M-V functional and the def2-TZVPD basis

Values from the calculation:
HOMO energy = -0.349 Eh
LUMO level = -0.55 eV

Element x y z (Å)
C1 2.68106 -1.05951 2.32150
C2 2.40859 -0.76422 0.75161
C3 0.85221 -0.57227 0.35174
C4 -0.05582 0.17531 1.47644
C5 -1.64000 -0.02237 1.05865
C6 -2.65197 -0.06533 2.31991
C7 -4.08952 0.52029 1.76854
C8 -4.69896 -0.30827 0.52114
C9 -5.47979 -1.67581 0.93361
N1 -4.80422 -3.02493 0.96841
O1 -6.74118 -1.60235 1.22739
N2 -2.94441 -1.41860 2.88604
C10 -2.00954 -2.30879 2.63308
S1 -0.71540 -3.39468 2.69404
O2 -2.17856 0.92702 3.28979
C11 -2.03354 0.37489 4.61890
O3 -2.84283 0.53030 5.59615
H1 2.21749 -0.23642 3.01203
H2 3.82199 -1.04298 2.55457
H3 2.25854 -2.06379 2.70462
H4 3.10422 0.10482 0.44209
H5 2.79945 -1.70462 0.17091
H6 0.83535 0.12355 -0.59168
H7 0.35245 -1.57156 -0.00770
H8 0.03003 -0.31580 2.53530
H9 0.23858 1.28986 1.47596
H10 -1.78605 -0.87696 0.28768
H11 -1.90184 0.95997 0.47177
H12 -4.85741 0.50379 2.65110
H13 -3.92666 1.61351 1.44335
H14 -3.95652 -0.54464 -0.32770
H15 -5.51928 0.37858 0.04260
H16 -4.74457 -3.37991 1.93731
H17 -3.86586 -2.95118 0.53693
H18 -1.04793 -0.23022 4.82705
C12 -0.93537 -4.39599 -3.46868
C13 -0.48845 -3.02770 -3.96348
O4 -0.48048 -2.19748 -2.80183
S2 -0.09258 -3.10100 -1.50831
O5 1.31106 -2.93915 -1.25236
O6 -1.09930 -2.90860 -0.50228
O7 -0.31681 -4.55788 -2.19139
H19 -2.02000 -4.43010 -3.32848
H20 -0.63161 -5.19799 -4.14390
H21 -1.15734 -2.62107 -4.72332
H22 0.53111 -3.06499 -4.35926
C14 -1.45847 4.51818 4.83841
C15 -2.75183 4.26155 4.07765
O8 -3.16114 5.54378 3.59983
S3 -1.84053 6.44017 3.29406
O9 -1.55552 6.35490 1.88769
O10 -1.96950 7.68939 3.98928
O11 -0.76604 5.51495 4.08580
H23 -1.66046 4.92302 5.83456
H24 -0.84861 3.61757 4.93010
H25 -3.52502 3.81972 4.70780
H26 -2.57808 3.61724 3.21045
C16 0.53380 3.58083 -1.95870
C17 1.65642 4.28496 -2.70888
O12 2.84516 3.58876 -2.33717
S4 2.48343 2.02543 -2.07397
O13 2.79604 1.28500 -3.26387
O14 2.97349 1.65892 -0.77567
O15 0.86862 2.19332 -1.99061
H27 0.49831 3.89875 -0.91237
H28 -0.44040 3.74856 -2.42169
H29 1.73162 5.34182 -2.44897
H30 1.53092 4.18497 -3.79149
C18 4.48263 -6.27600 -1.92130
C19 4.07856 -4.81443 -2.06600
O16 3.98365 -4.59199 -3.47185
S5 3.49495 -5.96726 -4.19386
O17 2.07444 -5.88527 -4.40017
O18 4.41722 -6.28448 -5.24687
O19 3.76744 -6.97021 -2.94359
H31 5.55318 -6.40963 -2.10343
H32 4.22918 -6.67846 -0.93874
H33 4.80487 -4.13541 -1.61681
H34 3.09221 -4.63291 -1.62827
C20 4.09155 -8.76192 -9.66842
C21 4.53768 -7.39196 -10.16333
O20 4.54754 -6.56162 -9.00318
S6 4.93698 -7.46569 -7.70750
O21 6.34125 -7.30396 -7.45257
O22 3.93553 -7.26965 -6.69893
O23 4.71128 -8.92525 -8.39368
H35 3.00711 -8.79640 -9.52693
H36 4.39456 -9.56350 -10.34478
H37 3.86765 -6.98498 -10.92212
H38 5.55686 -7.42927 -10.56058
C22 -4.22007 9.08453 1.88822
C23 -3.58812 8.71275 0.55380
O24 -4.50229 9.18692 -0.43464
S7 -5.23634 10.52672 0.12232
O25 -4.55144 11.67022 -0.41281
O26 -6.65538 10.34543 0.01155
O27 -4.81316 10.36717 1.68334
H39 -5.01402 8.38158 2.15817
H40 -3.48568 9.12870 2.69429
H41 -3.43330 7.63783 0.45171
H42 -2.63565 9.23221 0.41011
C24 2.46311 1.32355 7.49081
C25 0.96718 1.42881 7.75478
O28 0.40455 1.88250 6.52404
S8 1.28512 1.29453 5.29066
O29 0.62900 0.11578 4.79373
O30 1.66882 2.38789 4.44581
O31 2.57846 0.82924 6.15612
H43 2.94152 2.30653 7.53248
H44 2.95902 0.64916 8.19126
H45 0.73499 2.12282 8.56376
H46 0.53659 0.44876 7.98207

Results of the Löwdin charge analysis, in e, for atoms 1 through 2: -0.13, -0.22

=====

| no. | frontier orbital gap (Eh) |
| --- | --- |
| 1 | 0.2883 |
| 2 | 0.2621 |
| 3 | 0.3290 |